Entry 1:
55
Properties=species:S:1:pos:R:3:forces:R:3:nbo_charge:R:1 method="wB97M-V/def2-TZVPD" homo_ha="-0.7914 / -0.8085" total_charge=+4 orbital_gap_ev="7.6400 / 6.3464" s_squared=8.772 spin_multiplicity=6
Ru 0.563557 -0.459313 1.166720 0.0 -0.2 0.0 1.520
C -1.866546 -3.753021 1.870799 -0.1 -0.1 0.1 -0.316
C -0.282778 -3.473927 0.811176 0.1 0.1 -0.1 0.503
C -0.715488 -4.140664 -0.465878 0.0 0.0 0.0 -0.682
C 0.750778 -4.157328 1.657974 -0.1 0.0 0.0 -0.700
O -0.235167 -2.134001 0.716874 0.0 0.1 0.0 -0.649
Ge -1.157522 0.304256 -1.922139 0.0 0.0 0.0 1.566
O -0.180830 0.783250 -0.281046 -0.1 0.1 -0.1 -0.978
C 0.174553 2.170942 0.267919 0.1 0.0 0.0 0.310
C 0.804925 1.829012 1.618427 0.0 -0.1 -0.1 -0.727
C -1.095443 2.967105 0.455801 0.0 0.0 0.0 -0.665
C 1.182095 2.801643 -0.666011 0.0 0.0 0.0 -0.660
O -1.329846 1.929172 -2.703043 0.0 0.0 0.1 -0.928
C -1.913157 2.339372 -3.858437 0.0 0.0 -0.1 0.542
C -3.337165 2.778228 -3.725073 0.0 0.0 0.0 -0.703
C -1.072324 4.079121 -4.133138 0.0 0.0 0.0 -0.297
C -1.459387 1.645839 -5.105545 0.0 0.0 0.0 -0.712
H -1.898500 -4.836776 1.889310 0.0 0.0 0.0 0.254
H -2.624212 -3.263318 1.271263 0.0 0.0 0.0 0.233
H -1.591953 -3.268772 2.800599 0.0 0.0 0.0 0.222
H -0.968832 -5.186332 -0.304569 0.0 0.0 0.0 0.284
H 0.153938 -4.112537 -1.136239 0.0 0.0 0.0 0.286
H -1.544240 -3.624908 -0.946387 0.0 0.0 0.0 0.252
H 0.510469 -5.213187 1.768658 0.0 0.0 0.0 0.291
H 0.860502 -3.708952 2.643347 0.0 0.0 0.0 0.241
H 1.705134 -4.098344 1.120857 0.0 0.0 0.0 0.278
H 0.065802 1.470613 2.363967 0.0 0.0 0.0 0.262
H 1.268769 2.698610 2.093578 0.0 0.0 0.0 0.364
H 1.728559 1.178646 1.508664 0.0 0.1 0.0 0.239
H -1.821878 2.435490 1.072669 0.0 0.0 0.0 0.237
H -1.546323 3.215732 -0.502451 0.0 0.0 0.0 0.241
H -0.857723 3.907092 0.957908 0.0 0.0 0.0 0.281
H 2.080877 2.191646 -0.772524 0.0 0.0 0.0 0.234
H 1.481469 3.772910 -0.267940 0.0 0.0 0.0 0.278
H 0.744045 2.970560 -1.647773 0.0 0.0 0.0 0.237
H -3.507142 3.395368 -2.844378 0.0 0.0 0.0 0.262
H -3.934752 1.860792 -3.615034 0.0 0.0 0.0 0.284
H -3.692381 3.287253 -4.618247 0.0 0.0 0.0 0.285
H -1.369069 4.579549 -3.219633 0.0 0.0 0.0 0.229
H -1.568728 4.400081 -5.041428 0.0 0.0 0.0 0.251
H -0.036618 3.776616 -4.228276 0.0 0.0 0.0 0.229
H -1.944807 0.657090 -5.103895 0.0 0.0 0.0 0.280
H -0.380359 1.501875 -5.138280 0.0 0.0 0.0 0.258
H -1.797156 2.156054 -6.004887 0.0 0.0 0.0 0.291
C 3.636119 -1.939535 4.486649 0.0 0.0 0.0 -0.036
C 2.361758 -1.493986 4.836840 0.0 0.0 0.0 -0.197
C 1.497074 -1.107290 3.840155 0.0 0.0 0.0 0.023
N 1.859968 -1.156838 2.533213 0.0 0.0 0.0 -0.489
C 3.094892 -1.593491 2.187503 0.0 0.0 0.0 0.039
C 4.002597 -1.989219 3.143876 0.0 0.0 0.0 -0.192
H 4.337091 -2.244141 5.254932 0.0 0.0 0.0 0.289
H 2.045301 -1.441155 5.870281 0.0 0.0 0.0 0.292
H 0.497826 -0.750099 4.070701 0.0 0.0 0.0 0.234
H 3.337241 -1.610590 1.131320 0.0 0.0 0.0 0.239
H 4.985014 -2.326198 2.840263 0.0 0.0 0.0 0.290

=====

Entry 2:
60
Properties=species:S:1:pos:R:3:forces:R:3:nbo_charge:R:1 method="wB97M-V/def2-TZVPD" homo_ha=-0.3192 total_charge=0 orbital_gap_ev=9.2547
H 1.497157 -0.376388 2.474278 0.1 -0.1 -0.2 0.218
N 2.455989 -1.265270 0.793486 0.5 0.1 1.3 -0.396
B 3.998697 -2.641119 -0.735159 -0.4 0.6 0.3 0.569
N 3.486924 -2.158616 0.671163 -0.6 0.2 0.3 -0.317
C 3.876581 -2.576575 1.903481 -0.4 0.5 -0.6 -0.001
Hg 1.117988 -0.303537 -0.834070 0.3 1.1 -0.3 1.268
H 4.660876 -3.326718 1.991170 -0.3 0.4 0.1 0.228
C 3.109075 -1.899146 2.841541 0.0 0.0 0.1 -0.359
H 3.142573 -1.971730 3.913751 0.1 -0.1 0.0 0.229
C 2.241617 -1.074040 2.108768 0.8 -0.9 -0.7 -0.036
H 4.790246 -3.527173 -0.600121 0.0 -0.1 -0.1 -0.043
C 0.061625 1.503702 -1.477929 1.0 -0.9 -0.4 -1.068
H 0.034512 2.283111 -0.716830 -0.1 -0.3 -0.1 0.206
H -0.926228 1.206001 -1.832730 0.3 0.2 0.2 0.203
H 0.655221 1.862635 -2.338030 -0.3 -0.1 0.4 0.219
N 4.651311 -1.442802 -1.481645 -0.2 1.3 0.3 -0.353
N 2.705398 -3.186584 -1.451793 -1.0 0.0 -0.1 -0.314
N 4.165961 -0.169872 -1.275739 -0.7 -0.4 -0.7 -0.328
N 1.554426 -2.439397 -1.490975 -0.2 -1.0 -1.0 -0.421
C 5.677065 -1.401532 -2.364922 -0.5 1.2 0.1 -0.019
C 2.433015 -4.440215 -1.901972 -0.3 0.8 0.2 0.003
H 6.195400 -2.304524 -2.605269 0.3 -0.2 -0.2 0.214
H 3.213061 -5.195029 -1.910724 -0.2 0.2 0.0 0.228
C 5.826476 -0.071629 -2.783080 -0.3 -0.7 0.2 -0.363
C 1.089094 -4.491286 -2.266704 0.2 0.2 0.0 -0.356
C 4.824572 0.646180 -2.098802 0.4 -1.4 0.3 -0.053
C 0.573960 -3.213411 -2.002208 1.6 -0.2 0.3 -0.033
H 6.530825 0.354886 -3.467189 0.2 -0.2 -0.2 0.222
H 0.541332 -5.314386 -2.684675 0.1 -0.2 0.0 0.231
H 4.574625 1.693386 -2.195644 0.0 -0.1 0.3 0.206
H -0.422625 -2.832539 -2.171051 0.1 0.1 0.1 0.217
H -2.200256 2.503327 -0.828808 -0.4 -0.3 0.5 0.273
C -3.350057 2.695502 3.078433 -0.2 0.1 0.2 -1.128
Si -2.130509 2.786061 1.649722 0.2 0.0 -0.2 1.677
C -1.568655 4.571416 1.504746 0.1 0.1 0.0 -1.119
C -0.635719 1.733149 2.099826 0.0 -0.1 0.0 -1.130
C -2.916962 2.331510 -0.001054 -0.3 0.1 -0.1 -1.393
Si -3.870269 0.690701 -0.119118 0.0 0.2 0.0 1.658
C -5.656665 1.117946 -0.515075 -0.2 0.0 -0.1 -1.115
C -3.254079 -0.424835 -1.495998 0.0 -0.2 -0.3 -1.118
C -3.840382 -0.354438 1.447628 0.0 -0.1 0.2 -1.124
H -3.277929 3.637497 3.642873 -0.1 -0.3 -0.1 0.240
H -3.122056 1.876665 3.774258 -0.1 0.2 -0.2 0.238
H -4.389694 2.585944 2.743545 0.2 0.0 0.1 0.237
H -1.650413 5.075079 2.477646 0.1 0.0 -0.2 0.234
H -0.524374 4.635727 1.170543 -0.2 0.1 0.0 0.237
H -2.205244 5.107044 0.787720 0.2 0.0 0.2 0.236
H -0.926866 0.729312 2.431286 0.0 0.1 -0.1 0.234
H 0.077816 1.629747 1.273695 -0.1 0.1 0.2 0.235
H -0.118533 2.223880 2.936145 -0.1 -0.1 -0.1 0.240
H -3.701217 3.098488 -0.168892 0.2 -0.2 0.2 0.262
H -5.706089 1.858455 -1.327437 0.0 -0.2 0.2 0.235
H -6.197284 0.222628 -0.860357 0.1 0.2 0.2 0.234
H -6.193380 1.532950 0.351647 0.1 -0.1 -0.2 0.235
H -2.798410 -1.338234 -1.089276 0.0 0.2 -0.1 0.233
H -4.106284 -0.734677 -2.117809 0.2 0.0 0.1 0.241
H -2.524235 0.071675 -2.143167 -0.2 -0.2 0.0 0.231
H -2.966533 -1.022153 1.454697 -0.1 0.2 0.1 0.234
H -3.848535 0.231809 2.374993 0.0 -0.2 -0.2 0.239
H -4.733939 -0.998558 1.457207 0.2 0.1 0.0 0.241

=====

no.,maximum force (hartree/bohr)
1,0.0041
2,0.0312